18
Properties=species:S:1:pos:R:3:forces:R:3 method="wB97M-V/def2-TZVPD" charge=-1 largest_force_ha_per_bohr=0.1044 homo_ev="-2.6 / -2.6" lumo_energy_ev="3.08 / 3.08" total_energy_ha=-1221.365482
C 0.84805 -1.13952 -0.94947 -4.4675 1.5527 2.5387
C 1.88090 1.00754 0.18950 -1.0216 1.1751 0.6826
C -0.07656 0.03123 1.24596 0.1866 -2.2329 0.9434
C 0.54124 0.21588 -0.10114 0.5108 1.2241 -0.7236
N -0.30438 1.06473 -0.98779 -0.5773 -1.3660 -0.6430
O -4.13760 -0.51685 -1.41824 0.9535 -0.1343 0.7418
O -2.56018 -1.74161 0.06851 -0.7316 0.7601 -0.5428
S -3.04387 -0.46295 -0.44783 0.0442 -0.6254 -0.5300
Cl -1.31446 2.25931 -0.16252 0.4377 0.1672 0.2763
H 1.68286 -1.55733 -0.56633 3.5265 -0.9685 0.4508
H 0.10969 -1.95284 -0.62917 0.2230 1.3383 -0.8634
H 0.76130 -0.86447 -1.96881 0.3238 -0.1615 -1.0095
H 1.68683 1.71093 1.10014 0.3369 -1.0398 -1.6269
H 2.07200 1.67071 -0.69430 0.3634 -0.8457 0.7304
H 2.67712 0.33026 0.50787 0.3336 0.1524 -0.3414
H 0.49567 -0.71055 1.88865 -0.5371 0.8797 -0.5311
H -0.22923 0.95377 1.74554 0.6031 0.9774 0.6028
H -1.08938 -0.29822 1.17942 -0.5082 -0.8528 -0.1551

***

64
Properties=species:S:1:pos:R:3:forces:R:3 method="wB97M-V/def2-TZVPD" charge=+1 largest_force_ha_per_bohr=0.0179 s_squared=0.76 multiplicity=2 homo_ev="-10.8 / -10.8" lumo_energy_ev="-3.71 / -3.82" total_energy_ha=-2007.963339
Re 0.61918 0.45061 0.35324 0.5064 -0.4511 -0.2106
C 3.78081 -1.03650 2.86849 -0.0116 -0.0576 -0.0605
O 2.84750 -1.60271 3.79183 0.0191 0.0059 0.0088
C 1.64423 -1.04563 4.02651 0.0063 0.0051 0.0778
C 1.02991 -1.41606 5.21583 0.0844 -0.0160 -0.0664
C -0.23117 -0.95590 5.57310 -0.0702 0.0341 0.0071
C -0.91752 -0.10723 4.73659 0.0197 -0.0216 0.0407
C -0.34991 0.26104 3.50923 0.0325 -0.1009 0.0279
C -1.05374 1.18154 2.67542 0.0729 0.2424 -0.0335
N -0.74314 1.42262 1.43905 -0.0731 -0.3787 0.0405
N -1.32130 2.52687 0.84097 -0.2238 0.2287 -0.1465
C -0.56432 2.92674 -0.13444 0.0375 -0.1572 0.0091
O 0.56988 2.29740 -0.41360 -0.2498 0.0844 0.1028
C -0.92812 4.09638 -0.94480 -0.0435 0.0423 -0.0093
C -2.13074 4.76502 -0.71593 -0.0023 0.0087 -0.0038
C -2.46657 5.86170 -1.48946 0.0129 -0.0084 0.0015
C -1.60551 6.29711 -2.48969 -0.0026 0.0004 0.0010
C -0.40821 5.63427 -2.71689 0.0130 0.0095 -0.0141
C -0.06691 4.53324 -1.94777 -0.0098 -0.0161 0.0086
C 0.94393 -0.19143 3.15734 -0.2345 0.0502 0.0238
O 1.49795 0.18619 1.99328 0.2422 -0.1320 -0.1889
H 4.73270 -1.50050 3.10996 -0.0016 -0.0027 0.0031
H 3.85955 0.04233 2.99293 -0.0116 0.0173 0.0121
H 3.50546 -1.27725 1.84142 0.0391 0.0212 0.0229
H 1.58035 -2.08419 5.86500 0.0007 -0.0015 -0.0012
H -0.66362 -1.26299 6.51490 0.0002 0.0023 0.0016
H -1.89349 0.27374 5.00641 -0.0058 0.0029 -0.0061
H -1.84176 1.79887 3.09628 0.0031 -0.0017 0.0074
H -2.79035 4.42060 0.06842 0.0042 -0.0034 0.0057
H -3.39755 6.38263 -1.31117 -0.0031 -0.0012 0.0003
H -1.86829 7.15794 -3.09023 0.0009 0.0007 -0.0010
H 0.26360 5.97865 -3.49156 -0.0010 -0.0005 -0.0032
H 0.86519 4.01153 -2.11344 0.0025 0.0013 0.0020
C 3.97036 -2.93374 -2.31262 -0.0104 -0.0425 0.0127
C 3.62767 -1.56525 -2.25265 -0.0249 0.0523 0.0102
C 2.57347 -1.16565 -1.48155 0.0307 -0.0242 0.0303
C 1.82096 -2.10140 -0.72654 0.1145 0.0584 -0.1096
C 0.74739 -1.66891 0.09343 -0.6523 0.5278 0.3822
C 0.03668 -2.59680 0.81338 0.0492 -0.0799 -0.0277
C 0.36843 -3.97120 0.75196 0.0583 -0.0287 -0.0336
C 1.40506 -4.39594 -0.03231 -0.0331 0.0210 0.0235
C 2.16516 -3.47087 -0.79175 -0.0219 0.0378 0.0035
C 3.25737 -3.86020 -1.60447 0.0192 -0.0011 -0.0205
H 4.80357 -3.24620 -2.92742 0.0020 0.0018 -0.0008
H 4.19705 -0.84066 -2.81911 0.0086 -0.0081 -0.0045
H 2.30715 -0.10224 -1.45608 0.0273 -0.0002 -0.0275
H -0.77572 -2.28358 1.46280 -0.0039 -0.0002 -0.0249
H -0.19707 -4.68435 1.33789 0.0026 -0.0089 -0.0041
H 1.66600 -5.44604 -0.08011 -0.0089 -0.0073 0.0146
H 3.52219 -4.90932 -1.65430 0.0049 -0.0020 -0.0066
O -0.69972 0.27363 -1.25967 0.3217 0.1226 0.0815
S -1.07340 -0.97920 -2.09963 -0.1336 0.0691 0.0359
C -2.59297 -1.59198 -1.30483 0.1023 0.0020 -0.0225
C -3.71054 -1.45950 -2.33205 -0.0109 -0.0555 0.0024
C -3.44589 -0.15334 -3.07215 0.0071 0.0482 -0.0268
C -1.97436 -0.19972 -3.46979 0.0505 -0.0527 0.0503
H -2.72382 -0.90519 -0.46665 -0.0084 -0.0153 0.0282
H -2.40996 -2.59547 -0.92778 -0.0099 -0.0158 -0.0308
H -4.68091 -1.47945 -1.83729 -0.0029 0.0320 -0.0125
H -3.68320 -2.29905 -3.03025 -0.0096 -0.0049 0.0081
H -3.62599 0.70369 -2.42063 -0.0068 -0.0185 0.0192
H -4.07773 -0.04438 -3.95242 0.0026 0.0194 0.0034
H -1.49657 0.76762 -3.61622 -0.0059 0.0026 -0.0376
H -1.79865 -0.82194 -4.34845 -0.0112 -0.0357 0.0244

***

The evaluated ΔE to the lowest compared entry with this formula, charge and spin for the records listed, in turn: 143.3; 93.0 kJ/mol.